Formula: C53H46BBrCsF4N5O5PS
Source: the Open Molecules 2025 dataset
Level of theory: ωB97M-V/def2-TZVPD

Atoms and positions in Å:
Cs (18.92, 10.42, 14.91)
Br (10.71, 13.24, 18.46)
S (21.59, 11.09, 17.36)
P (17.09, 12.63, 11.02)
F (15.45, 8.48, 14.38)
F (16.70, 8.59, 12.42)
F (14.60, 9.69, 12.61)
F (16.46, 10.53, 13.64)
O (15.31, 12.62, 16.15)
O (14.12, 11.98, 13.66)
O (21.52, 11.78, 16.08)
O (19.17, 9.58, 9.30)
O (22.96, 10.87, 17.75)
N (20.53, 9.89, 17.29)
N (10.11, 10.71, 13.87)
N (19.64, 10.59, 11.26)
N (18.41, 8.23, 16.87)
N (11.98, 10.54, 12.65)
C (8.63, 9.37, 12.37)
C (21.41, 8.41, 19.05)
C (19.91, 9.13, 11.46)
C (18.01, 14.21, 8.95)
C (18.19, 5.78, 18.31)
C (19.34, 10.75, 10.03)
C (17.04, 16.66, 13.24)
C (13.06, 13.39, 16.88)
C (15.78, 14.72, 12.51)
C (11.05, 9.68, 12.07)
C (9.81, 9.91, 12.81)
C (15.20, 11.09, 9.74)
C (15.83, 16.03, 13.03)
C (11.73, 13.03, 16.94)
C (21.16, 13.46, 18.61)
C (19.33, 6.61, 18.47)
C (20.32, 6.25, 19.36)
C (19.73, 11.68, 19.37)
C (17.49, 7.31, 16.60)
C (19.38, 7.85, 17.74)
C (14.76, 13.54, 9.95)
C (21.66, 7.38, 11.68)
C (19.05, 12.56, 20.17)
C (11.17, 12.42, 15.79)
C (22.11, 9.80, 12.52)
C (14.03, 10.97, 9.02)
C (11.12, 8.78, 11.07)
C (20.50, 14.31, 19.41)
C (13.25, 12.11, 8.74)
C (11.41, 11.11, 13.75)
C (18.23, 13.04, 9.70)
C (13.37, 12.30, 14.72)
C (20.47, 8.76, 18.04)
C (17.26, 6.12, 17.30)
C (15.71, 12.01, 17.40)
C (13.92, 12.86, 15.96)
C (8.71, 8.48, 11.29)
C (19.42, 13.90, 20.16)
C (12.00, 11.96, 14.75)
C (16.96, 14.14, 12.05)
C (18.82, 14.41, 7.78)
C (19.93, 12.32, 8.17)
C (19.16, 8.48, 10.26)
C (18.20, 16.16, 12.74)
C (21.38, 7.16, 19.60)
C (18.17, 14.88, 12.17)
C (19.67, 13.47, 7.37)
C (13.57, 13.35, 9.27)
C (20.76, 12.13, 18.50)
C (21.47, 8.85, 11.49)
C (15.53, 12.36, 10.22)
C (19.19, 12.10, 9.31)
C (9.91, 8.21, 10.63)
B (15.80, 9.26, 13.21)
H (7.78, 8.05, 10.91)
H (18.08, 8.33, 10.54)
H (22.73, 7.12, 11.36)
H (12.09, 8.51, 10.70)
H (13.38, 14.11, 17.62)
H (7.67, 9.57, 12.89)
H (15.83, 10.26, 9.96)
H (22.27, 9.10, 19.27)
H (15.21, 12.38, 18.31)
H (20.35, 13.54, 6.48)
H (18.73, 15.36, 7.37)
H (21.96, 13.78, 17.92)
H (23.20, 9.73, 12.50)
H (22.15, 6.79, 20.29)
H (19.42, 10.68, 19.25)
H (21.00, 6.79, 11.02)
H (19.61, 7.57, 9.83)
H (18.98, 14.56, 20.86)
H (13.66, 9.95, 8.81)
H (15.14, 14.55, 10.16)
H (19.18, 16.75, 12.76)
H (16.78, 12.23, 17.54)
H (12.35, 12.06, 8.08)
H (12.79, 14.15, 9.10)
H (18.07, 4.91, 18.97)
H (12.98, 10.65, 12.46)
H (20.35, 5.34, 19.90)
H (18.24, 12.23, 20.79)
H (9.91, 7.55, 9.74)
H (20.74, 15.34, 19.53)
H (21.86, 9.14, 10.51)
H (15.68, 10.92, 17.38)
H (21.77, 9.44, 13.59)
H (21.85, 10.84, 12.36)
H (20.63, 11.53, 7.85)
H (19.08, 14.52, 11.71)
H (14.84, 14.12, 12.43)
H (16.43, 5.50, 16.93)
H (16.75, 7.62, 15.87)
H (21.56, 7.09, 12.71)
H (10.11, 12.31, 15.79)
H (17.33, 15.01, 9.28)
H (15.03, 11.60, 13.95)
H (14.92, 16.54, 13.35)
H (17.14, 17.63, 13.70)
H (19.44, 8.83, 12.42)

Properties
Charge: -1
HOMO level, eV: -4.9
Energy relative to the best compared isomer or geometry (same formula, charge and spin), kcal/mol: 0.0

***

Formula: C37H38BF3O2
Source: the Open Molecules 2025 dataset
Level of theory: ωB97M-V/def2-TZVPD

Atoms and positions in Å:
F (-4.98, -4.40, 1.01)
F (-4.88, -2.27, 0.45)
F (-5.27, -2.84, 2.55)
O (2.37, -2.17, 1.86)
O (1.86, -4.27, 2.72)
C (-3.41, 0.81, -1.68)
C (-0.88, -2.60, -1.14)
C (-3.05, -3.16, 1.71)
C (4.03, -5.03, 3.41)
C (-3.53, -0.29, -2.55)
C (-1.07, -1.85, 2.01)
C (-0.29, -3.01, 2.11)
C (3.88, -2.48, -2.43)
C (1.19, -1.67, 0.06)
C (-1.24, -6.16, -2.41)
C (4.18, -0.18, -1.72)
C (-2.63, -6.34, -2.32)
C (-1.62, -1.37, -1.43)
C (0.99, -0.51, 4.13)
C (3.42, -5.01, 1.03)
C (-2.30, 0.90, -0.84)
C (3.64, -2.73, 2.23)
C (-2.86, -4.10, -1.45)
C (3.06, -0.28, -0.89)
C (2.34, -1.49, -0.80)
C (3.25, -4.28, 2.36)
C (-2.67, -1.37, -2.40)
C (-0.94, -4.25, 2.08)
C (-2.31, -4.33, 1.83)
C (4.12, -2.11, 3.54)
C (2.74, -2.57, -1.63)
C (-0.05, -1.40, 4.75)
C (-2.44, -1.91, 1.81)
C (1.11, -1.96, 4.00)
C (-3.43, -5.32, -1.81)
C (-1.47, -3.88, -1.57)
C (0.28, -2.68, -0.36)
C (4.61, -1.29, -2.45)
C (4.70, -2.42, 1.20)
C (-0.66, -4.94, -2.03)
C (-4.54, -3.18, 1.44)
C (-1.39, -0.15, -0.76)
B (1.33, -2.99, 2.43)
H (-4.30, -0.32, -3.32)
H (0.57, -3.70, -0.09)
H (5.09, -4.99, 3.14)
H (0.41, -4.78, -2.10)
H (-1.05, -1.43, 4.32)
H (4.49, -5.13, 0.82)
H (1.77, -2.49, 4.70)
H (-3.09, -7.28, -2.64)
H (2.13, -3.48, -1.69)
H (-3.04, -1.00, 1.72)
H (-0.60, -6.96, -2.76)
H (-4.51, -5.45, -1.68)
H (5.19, -2.30, 3.68)
H (-0.64, -0.86, 2.12)
H (4.42, -2.73, 0.19)
H (5.52, -1.22, -3.08)
H (-3.49, -3.30, -1.05)
H (4.89, -1.33, 1.17)
H (-2.80, -5.30, 1.70)
H (-4.15, 1.61, -1.70)
H (5.65, -2.91, 1.48)
H (2.94, -4.47, 0.21)
H (2.98, -6.02, 1.12)
H (3.60, -2.49, 4.42)
H (3.98, -1.02, 3.50)
H (4.72, 0.77, -1.79)
H (0.71, 0.08, 3.25)
H (4.17, -3.34, -3.04)
H (3.90, -4.59, 4.41)
H (3.70, -6.07, 3.45)
H (1.67, 0.01, 4.82)
H (-2.82, -2.25, -3.04)
H (-2.14, 1.79, -0.23)
H (0.90, -0.88, 0.74)
H (-0.04, -1.52, 5.84)
H (-0.51, -0.02, -0.15)
H (2.72, 0.59, -0.32)
H (-0.40, -5.18, 2.24)

Properties
HOMO level, eV: -6.7
Energy relative to the best compared isomer or geometry (same formula, charge and spin), kcal/mol: 15.4

***

Formula: C4H12N2O
Source: the Open Molecules 2025 dataset
Level of theory: ωB97M-V/def2-TZVPD

Atoms and positions in Å:
O (4.36, -1.03, 3.98)
N (-0.52, -0.70, -0.35)
N (-0.66, -2.62, 0.99)
C (-1.17, 1.57, -1.19)
C (-0.69, -1.35, 0.84)
C (0.00, 1.62, -2.19)
C (-1.59, 0.14, -0.88)
H (0.08, 0.73, -2.81)
H (-1.00, -0.67, 1.65)
H (-2.02, -0.33, -1.76)
H (-2.04, 2.15, -1.52)
H (0.96, 1.78, -1.69)
H (4.02, -0.13, 3.81)
H (3.60, -1.57, 3.73)
H (-0.10, 2.47, -2.88)
H (-0.09, -3.06, 1.70)
H (0.07, -1.12, -1.04)
H (-0.80, 1.98, -0.24)
H (-2.41, 0.14, -0.16)

Properties
HOMO level, eV: -8.7
Energy relative to the best compared isomer or geometry (same formula, charge and spin), kcal/mol: 52.4
Structure (SMILES): [H]/N=C/NCCC.O

***

Formula: C4H4Cl5FO2S
Source: the Open Molecules 2025 dataset
Level of theory: ωB97M-V/def2-TZVPD

Atoms and positions in Å:
Cl (-0.41, 0.69, -1.85)
Cl (-0.79, 2.14, 2.83)
Cl (-0.66, -2.03, -2.19)
Cl (1.78, -1.00, -1.14)
Cl (-2.73, 1.15, 0.90)
S (1.55, 2.03, -0.40)
F (2.73, 2.45, 0.91)
O (2.41, 2.30, -1.73)
O (0.61, 3.13, -0.26)
C (-1.14, 1.05, 1.57)
C (-0.49, -1.10, 0.38)
C (-0.26, 0.08, 1.21)
C (-0.05, -0.80, -1.12)
H (0.11, -2.05, 0.66)
H (0.66, 0.10, 1.84)
H (-1.45, -1.38, 0.25)
H (2.08, 3.09, -2.24)

Properties
Multiplicity: 3
HOMO level (alpha / beta), eV: -6.3 / -10.8

***

Formula: C3HCl2FO
Source: the Open Molecules 2025 dataset
Level of theory: ωB97M-V/def2-TZVPD

Atoms and positions in Å:
Cl (-2.28, -0.48, -0.03)
Cl (2.06, -0.76, -0.07)
F (-0.67, -2.41, -0.11)
O (-0.69, 1.83, -0.22)
C (0.33, 1.25, 0.07)
C (-0.59, -1.07, 0.04)
C (0.48, -0.21, -0.15)
H (1.36, 1.86, 0.48)

Properties
HOMO level, eV: -10.0
Energy relative to the best compared isomer or geometry (same formula, charge and spin), kcal/mol: 19.7
Structure (SMILES): O=C/C(Cl)=C(/F)Cl

***

Formula: C13H17NO4
Source: the Open Molecules 2025 dataset
Level of theory: ωB97M-V/def2-TZVPD

Atoms and positions in Å:
O (-5.01, -0.83, 0.56)
O (4.02, -1.22, 1.60)
O (3.09, -0.80, -0.40)
O (1.50, 2.53, 0.33)
N (0.96, 0.35, 0.55)
C (-1.83, -0.28, -1.23)
C (-1.48, 0.96, -0.72)
C (-3.49, 0.95, 0.61)
C (-5.43, -2.07, 0.06)
C (-2.32, 1.57, 0.21)
C (-3.84, -0.30, 0.09)
C (-3.00, -0.91, -0.83)
C (5.34, -0.47, -1.26)
C (-0.20, 1.64, -1.13)
C (1.99, 0.06, 1.51)
C (3.16, -0.73, 0.93)
C (4.18, -1.43, -1.07)
C (0.85, 1.58, -0.02)
H (-1.20, -0.77, -1.95)
H (6.12, -0.95, -1.85)
H (-3.24, -1.88, -1.25)
H (-4.15, 1.41, 1.33)
H (0.22, 1.16, -2.01)
H (3.76, -1.75, -2.03)
H (4.49, -2.31, -0.49)
H (0.44, -0.42, 0.15)
H (5.75, -0.19, -0.29)
H (2.38, 1.02, 1.86)
H (-0.38, 2.69, -1.36)
H (5.00, 0.43, -1.77)
H (-4.72, -2.87, 0.31)
H (1.59, -0.48, 2.37)
H (-6.38, -2.28, 0.56)
H (-2.06, 2.53, 0.61)
H (-5.59, -2.04, -1.02)

Properties
HOMO level, eV: -8.6
Energy relative to the best compared isomer or geometry (same formula, charge and spin), kcal/mol: 17.9
Structure (SMILES): CCOC(=O)CNC(=O)Cc1ccc(OC)cc1

***

Formula: C17H15MgN5S
Source: the Open Molecules 2025 dataset
Level of theory: ωB97M-V/def2-TZVPD

Atoms and positions in Å:
S (-2.87, -2.14, 3.71)
Mg (-1.22, 0.93, 0.65)
N (-1.49, -0.78, -0.59)
N (1.44, 1.99, -0.03)
N (-1.96, -2.85, -1.15)
N (-2.01, 0.11, 2.29)
N (0.98, 1.00, 0.56)
C (1.08, 4.09, -1.04)
C (1.47, -0.96, 1.85)
C (-1.40, -2.26, -2.26)
C (-1.67, 3.86, -0.76)
C (3.22, -0.05, 0.46)
C (-2.44, -4.21, -1.04)
C (0.49, 2.97, -0.45)
C (-1.12, -0.98, -1.90)
C (0.27, 5.11, -1.49)
C (1.92, 0.00, 0.95)
C (-1.99, -1.93, -0.17)
C (4.06, -1.06, 0.88)
C (-2.36, -0.83, 2.91)
C (-1.11, 4.99, -1.35)
C (2.32, -1.97, 2.27)
C (-0.89, 2.80, -0.29)
C (3.62, -2.02, 1.78)
H (0.45, -0.90, 2.22)
H (-1.26, -2.79, -3.18)
H (1.97, -2.71, 2.97)
H (-1.65, -4.91, -1.31)
H (4.29, -2.81, 2.10)
H (2.16, 4.14, -1.13)
H (-1.75, 5.79, -1.70)
H (3.55, 0.71, -0.25)
H (0.70, 5.99, -1.95)
H (-2.75, 3.82, -0.67)
H (-3.30, -4.36, -1.69)
H (-2.38, -2.13, 0.81)
H (-2.74, -4.39, -0.01)
H (-0.67, -0.19, -2.49)
H (5.08, -1.10, 0.50)

Properties
HOMO level, eV: -8.3
Energy relative to the best compared isomer or geometry (same formula, charge and spin), kcal/mol: 0.0

***

Formula: C3H4F2O
Source: the Open Molecules 2025 dataset
Level of theory: ωB97M-V/def2-TZVPD

Atoms and positions in Å:
F (-2.08, -0.07, -0.19)
F (0.93, 1.65, -0.06)
O (1.48, -0.73, -0.32)
C (-0.45, 1.34, -0.04)
C (-0.77, 0.07, 0.04)
C (0.19, -1.16, 0.09)
H (1.65, 0.14, 0.23)
H (-0.99, 2.20, -0.21)
H (-0.10, -1.88, -0.74)
H (0.15, -1.57, 1.19)

Properties
HOMO level, eV: -10.0
Energy relative to the best compared isomer or geometry (same formula, charge and spin), kcal/mol: 44.8
Structure (SMILES): OC/C(F)=C\F

***

Formula: C26H53ClO2P2RuSi2
Source: the Open Molecules 2025 dataset
Level of theory: ωB97M-V/def2-TZVPD

Atoms and positions in Å:
Ru (0.10, -0.21, 0.20)
Cl (2.05, 0.52, -4.34)
P (0.48, 2.21, -0.31)
P (0.58, -2.38, -0.57)
Si (-1.12, -2.80, 1.88)
Si (-1.44, 2.95, 2.05)
O (2.45, -1.14, 1.68)
O (1.37, 0.57, 2.69)
C (-0.85, 3.05, -1.39)
C (-0.50, 4.47, -1.83)
C (2.54, 4.19, -0.66)
C (3.27, 1.88, -0.18)
C (-2.31, -0.63, 0.13)
C (-2.58, -3.92, 1.55)
C (-1.30, 2.24, -2.61)
C (-0.82, -3.09, -1.63)
C (3.37, -2.12, -1.13)
C (-0.73, -2.73, 3.71)
C (-1.50, -1.10, 1.24)
C (2.52, -4.45, -0.92)
C (1.51, -0.35, 1.66)
C (-1.89, 1.23, 1.45)
C (-0.61, -4.55, -2.05)
C (1.22, 0.02, -2.41)
C (-2.58, 0.75, 0.31)
C (-1.15, -2.23, -2.86)
C (2.19, 2.72, -0.87)
C (2.43, 0.50, 3.66)
C (-1.22, 0.10, 2.03)
C (-2.72, 4.19, 1.50)
C (0.25, 3.20, 1.22)
C (2.16, -3.03, -1.37)
C (-1.26, 3.01, 3.91)
C (0.40, -3.39, 0.94)
H (-1.63, -2.48, 4.27)
H (-0.37, -3.72, 4.03)
H (-2.62, 5.07, 2.15)
H (-0.50, -5.23, -1.20)
H (-1.69, -3.06, -0.95)
H (1.74, -5.19, -1.14)
H (4.23, 2.03, -0.70)
H (-2.64, -4.26, 0.51)
H (2.53, 4.45, 0.41)
H (0.34, 4.47, -2.54)
H (1.94, -3.05, -2.45)
H (2.19, 2.50, -1.95)
H (-2.13, 2.77, -3.09)
H (3.42, -1.83, -0.08)
H (-2.75, -1.28, -0.62)
H (-1.45, -1.21, -2.59)
H (-1.99, -2.69, -3.39)
H (1.95, 0.49, -1.75)
H (3.40, 2.20, 0.86)
H (4.28, -2.68, -1.39)
H (-2.17, 2.64, 4.39)
H (-0.41, 2.40, 4.25)
H (-3.72, 3.77, 1.64)
H (3.07, 0.80, -0.16)
H (3.35, -1.23, -1.76)
H (3.57, 4.35, -1.03)
H (2.73, -4.47, 0.16)
H (-3.51, -3.39, 1.81)
H (1.89, 4.88, -1.20)
H (1.30, -3.22, 1.55)
H (-3.25, 1.35, -0.31)
H (-1.37, 4.90, -2.35)
H (-0.27, 5.14, -0.99)
H (0.26, -4.66, -2.71)
H (0.22, 0.43, -2.50)
H (-2.48, -4.80, 2.21)
H (-0.30, -2.18, -3.56)
H (0.40, 4.27, 1.01)
H (-0.49, 2.14, -3.35)
H (0.05, -1.99, 3.93)
H (-1.67, 1.24, -2.33)
H (-2.61, 4.52, 0.46)
H (-1.70, 3.11, -0.70)
H (3.43, -4.75, -1.44)
H (-1.09, 4.05, 4.22)
H (-0.79, 0.08, 3.02)
H (0.32, -4.46, 0.71)
H (1.30, -1.06, -2.51)
H (2.46, -0.49, 4.13)
H (-1.49, -4.88, -2.62)
H (3.40, 0.72, 3.20)
H (1.03, 2.88, 1.94)
H (2.18, 1.26, 4.40)

Properties
Multiplicity: 5
HOMO level (alpha / beta), eV: -4.9 / -8.0
Energy relative to the best compared isomer or geometry (same formula, charge and spin), kcal/mol: 21.3

***

Formula: C7H9Cl
Source: the Open Molecules 2025 dataset
Level of theory: ωB97M-V/def2-TZVPD

Atoms and positions in Å:
Cl (-2.39, 1.32, 0.08)
C (-1.52, -1.30, 0.01)
C (1.11, -0.65, -0.83)
C (0.69, 1.89, -0.28)
C (-1.12, 0.04, 0.00)
C (-1.92, -2.43, -0.21)
C (0.52, 0.20, 1.56)
C (0.35, 0.42, 0.03)
H (-0.23, 0.63, 2.16)
H (1.91, -0.13, -1.18)
H (1.68, 1.95, -0.20)
H (1.29, -1.51, -0.26)
H (0.05, 2.46, 0.28)
H (0.35, 1.99, -1.37)
H (1.17, -0.65, 1.77)
H (0.49, -0.91, -1.62)
H (-2.43, -3.30, 0.06)

Properties
HOMO level (alpha / beta), eV: -7.9 / -8.3
Energy relative to the best compared isomer or geometry (same formula, charge and spin), kcal/mol: 115.7

***

Formula: C3H3N3O
Source: the Open Molecules 2025 dataset
Level of theory: ωB97M-V/def2-TZVPD

Atoms and positions in Å:
O (2.45, 0.64, 0.06)
N (-0.66, -1.11, 0.38)
N (0.35, -0.21, 0.10)
N (-1.49, 0.86, -0.42)
C (-1.72, -0.41, 0.05)
C (1.75, -0.32, 0.25)
C (-0.20, 0.94, -0.37)
H (0.44, 1.77, -0.66)
H (-2.73, -0.80, 0.15)
H (2.15, -1.31, 0.51)

Properties
HOMO level, eV: -10.7
Energy relative to the best compared isomer or geometry (same formula, charge and spin), kcal/mol: 16.4
Structure (SMILES): O=Cn1cncn1

***

Formula: BrH8LiO4
Source: the Open Molecules 2025 dataset
Level of theory: ωB97M-V/def2-TZVPD

Atoms and positions in Å:
Br (-20.25, -21.65, -19.55)
O (-19.82, -18.44, -18.04)
O (-19.18, -18.48, -20.54)
O (-16.72, -18.19, -21.67)
O (-17.39, -19.94, -17.99)
Li (-18.98, -19.56, -19.40)
H (-17.47, -20.34, -17.15)
H (-18.71, -17.60, -20.09)
H (-20.65, -18.08, -18.18)
H (-16.26, -18.86, -21.17)
H (-19.69, -18.39, -17.13)
H (-16.44, -19.54, -17.90)
H (-20.10, -18.31, -20.87)
H (-17.57, -18.36, -21.36)

Properties
HOMO level, eV: -7.7
Energy relative to the best compared isomer or geometry (same formula, charge and spin), kcal/mol: 40.6

***

Formula: C13H15NO
Source: the Open Molecules 2025 dataset
Level of theory: ωB97M-V/def2-TZVPD

Atoms and positions in Å:
O (1.37, 2.50, -0.31)
N (-0.82, 1.78, -0.15)
C (2.87, 0.33, 1.52)
C (-1.48, 3.04, -0.31)
C (-1.14, -1.80, 0.25)
C (0.77, -0.08, 0.01)
C (-1.49, 0.56, -0.01)
C (1.96, -0.65, -0.73)
C (-2.51, -1.97, 0.31)
C (-3.37, -0.89, 0.21)
C (-2.86, 0.39, 0.05)
C (1.88, -1.94, -1.51)
C (-0.61, -0.53, 0.08)
C (0.52, 1.66, -0.17)
C (1.97, -0.60, 0.76)
H (-0.48, -2.66, 0.34)
H (-2.18, 3.00, -1.16)
H (2.86, -2.18, -1.91)
H (2.56, 0.12, -1.22)
H (-0.72, 3.80, -0.51)
H (1.18, -1.84, -2.34)
H (-4.43, -1.04, 0.26)
H (-3.53, 1.24, -0.03)
H (1.80, -1.55, 1.27)
H (2.47, 0.53, 2.51)
H (1.55, -2.76, -0.88)
H (3.86, -0.10, 1.62)
H (2.96, 1.28, 0.99)
H (-2.92, -2.96, 0.45)
H (-2.03, 3.31, 0.59)

Properties
HOMO level, eV: -8.3
Energy relative to the best compared isomer or geometry (same formula, charge and spin), kcal/mol: 0.0
Structure (SMILES): C[C@@H]1[C@@H](C)C12C(=O)N(C)c1ccccc12